Entry 1:
DFT (wB97M-V/def2-TZVPD) results for the molecule C6H15N at a distorted geometry.

```
! RIJCOSX wB97M-V def2-TZVPD def2/J DEFGRID3
* xyz 0 1
C -2.933 -0.028 -0.532
C -1.899 0.792 0.224
C -0.823 0.048 1.003
C 0.001 -0.983 0.215
C 0.846 -0.375 -0.909
C 1.964 0.561 -0.455
N 2.915 0.030 0.519
H -2.771 0.080 -1.610
H -3.998 -0.003 -0.335
H -2.647 -1.089 -0.421
H -2.353 1.514 0.915
H -1.378 1.410 -0.498
H -1.221 -0.352 1.940
H -0.047 0.753 1.318
H 0.637 -1.474 0.965
H -0.579 -1.825 -0.178
H 0.094 0.182 -1.478
H 1.349 -1.001 -1.653
H 2.551 0.886 -1.320
H 1.549 1.473 -0.029
H 2.413 -0.230 1.371
H 3.203 -0.921 0.272
*
```

Computed properties:
SMILES: CCCCCCN
E: -292.3361 Ha
Gap between HOMO and LUMO: 10.6 eV
Energy above the lowest of the compared OMol25 structures with the same formula, charge and spin: 20.67 kcal per mole


Entry 2:
DFT (wB97M-V/def2-TZVPD) results for a cluster of 2 separate species, C5H14N2O in total.

```
! RIJCOSX wB97M-V def2-TZVPD def2/J DEFGRID3
* xyz 0 1
C 2.566 0.687 -0.836
C 2.437 -0.327 -0.009
N 2.225 -0.171 1.384
N 2.685 0.462 -2.244
H 2.525 1.706 -0.466
H 2.501 -1.337 -0.410
H 2.788 -0.809 1.923
H 1.257 -0.248 1.659
H 3.402 1.058 -2.640
H 1.818 0.689 -2.719
C -3.215 -0.561 0.382
C -1.808 -0.153 0.777
C -1.178 0.815 -0.202
O -0.936 -1.285 0.842
H -3.656 -1.209 1.143
H -3.212 -1.092 -0.569
H -3.859 0.316 0.301
H -1.852 0.305 1.771
H -1.811 1.693 -0.314
H -1.069 0.335 -1.175
H -0.192 1.129 0.131
H -1.414 -2.003 1.269
*
```

Computed properties:
SMILES: N/C=C/N.CC(C)O
E: -383.6213 Ha
Gap between HOMO and LUMO: 9.5 eV
Energy above the lowest of the compared OMol25 structures with the same formula, charge and spin: 49.81 kcal per mole


Entry 3:
DFT (wB97M-V/def2-TZVPD) results for the molecule C6H8N2O2 at a distorted geometry.

```
! RIJCOSX wB97M-V def2-TZVPD def2/J DEFGRID3
* xyz 0 1
C -3.491 0.268 0.438
C -1.410 -1.556 -0.672
C 1.575 -0.070 0.321
C 0.352 0.222 -0.458
C -2.053 0.799 0.126
C -0.962 -0.425 0.143
N -4.646 0.060 0.510
N -1.737 -2.526 -1.167
O -2.055 1.401 -1.134
O -0.795 -0.808 1.474
H 1.534 0.627 1.186
H 2.473 0.255 -0.267
H 1.730 -1.030 0.758
H 0.409 -0.275 -1.400
H 0.293 1.207 -0.523
H -1.601 1.274 1.063
H -1.940 2.399 -1.073
H -0.567 -1.770 1.482
*
```

Computed properties:
SMILES: CC[C@](O)(C#N)[C@@H](O)C#N
E: -493.3360 Ha
Gap between HOMO and LUMO: 11.2 eV
Energy above the lowest of the compared OMol25 structures with the same formula, charge and spin: 69.55 kcal per mole


Entry 4:
DFT (wB97M-V/def2-TZVPD) results for a structure of composition C16H54FN18O10Tl at a distorted geometry.

```
! RIJCOSX wB97M-V def2-TZVPD def2/J DEFGRID3
* xyz 2 1
Tl 1.840 0.678 1.455
F -1.051 0.288 1.020
C -3.937 2.135 1.465
O -5.073 2.474 1.506
N -3.107 2.271 0.505
N -3.403 1.357 2.399
H -3.402 2.794 -0.308
H -2.212 1.809 0.578
H -2.495 0.975 2.174
H -3.916 1.158 3.246
C 0.262 1.777 -2.068
O 1.188 1.398 -1.326
N -0.802 1.113 -1.980
N 0.273 2.734 -2.956
H -1.528 1.261 -2.667
H -1.090 0.608 -1.155
H 1.127 3.263 -3.058
H -0.651 3.137 -3.018
C -0.386 4.065 1.391
O 0.004 2.938 1.589
N -0.796 4.398 0.202
N -0.443 5.037 2.273
H -1.110 5.341 0.020
H -0.957 3.685 -0.495
H 0.035 5.009 3.163
H -0.882 5.911 2.020
C 0.129 -2.828 2.355
O 0.986 -2.024 2.149
N -1.119 -2.561 2.676
N 0.321 -4.109 2.243
H -1.280 -1.619 2.349
H -1.814 -3.267 2.873
H -0.449 -4.756 2.333
H 1.241 -4.518 2.160
C -0.841 0.841 4.757
O 0.072 0.688 3.914
N -1.297 1.956 5.247
N -1.465 -0.236 5.116
H -0.884 2.823 4.935
H -1.993 1.793 5.961
H -0.974 -1.073 4.835
H -2.329 -0.210 5.638
C 2.765 -1.166 5.131
O 2.640 -0.382 4.175
N 2.660 -0.929 6.446
N 3.191 -2.405 4.926
H 2.372 -0.015 6.765
H 2.802 -1.699 7.084
H 2.904 -3.073 5.627
H 3.418 -2.617 3.965
C 2.792 4.606 0.563
O 2.819 3.445 0.815
N 3.307 5.515 1.345
N 2.426 5.109 -0.598
H 3.766 5.032 2.104
H 3.236 6.522 1.295
H 2.453 6.119 -0.589
H 2.322 4.615 -1.473
C -4.124 -1.559 -0.384
O -5.092 -2.183 -0.783
N -3.392 -0.719 -1.026
N -3.672 -1.656 0.793
H -2.559 -0.355 -0.584
H -3.741 -0.356 -1.901
H -2.895 -1.038 0.980
H -4.201 -2.227 1.436
C -0.681 -2.214 -7.574
C -1.905 -1.512 -7.119
C -1.551 -0.322 -6.125
O -0.837 -0.667 -4.904
C -1.496 -1.529 -4.032
N -2.621 -1.060 -8.246
H -0.080 -1.717 -8.335
H -0.895 -3.208 -7.966
H -0.019 -2.504 -6.758
H -2.604 -2.171 -6.604
H -2.512 0.139 -5.896
H -1.012 0.479 -6.630
H -2.496 -1.141 -3.835
H -1.025 -1.465 -3.051
H -1.625 -2.543 -4.411
H -2.003 -0.944 -9.036
H -3.210 -1.863 -8.412
C 5.317 -3.184 -0.030
C 4.223 -2.116 0.039
C 2.890 -2.597 -0.542
O 1.908 -1.594 -0.435
C 0.731 -2.085 -1.010
N 3.830 -1.840 1.388
H 6.306 -2.873 0.309
H 5.357 -3.658 -1.011
H 4.985 -3.970 0.648
H 4.624 -1.237 -0.466
H 2.481 -3.424 0.038
H 2.978 -2.978 -1.560
H 0.789 -2.207 -2.092
H -0.036 -1.340 -0.797
H 0.323 -3.022 -0.629
H 4.688 -2.148 1.822
H 3.188 -2.580 1.635
*
```

Computed properties:
E: -2651.8078 Ha
Gap between HOMO and LUMO: 1.6 eV
Energy above the lowest of the compared OMol25 structures with the same formula, charge and spin: 1.54 kcal per mole


Entry 5:
DFT (wB97M-V/def2-TZVPD) results for a cluster of 2 separate species, C16H26F3N2O3 in total.

```
! RIJCOSX wB97M-V def2-TZVPD def2/J DEFGRID3
* xyz 1 1
C -2.327 -1.186 2.001
C -2.016 -1.154 0.505
N -0.660 -1.613 0.129
N -0.266 -2.833 0.685
C -1.107 -3.873 0.503
C -0.816 -5.110 0.995
C 0.374 -5.303 1.686
C 1.229 -4.237 1.831
C 0.913 -2.985 1.321
C 1.857 -1.842 1.523
C 1.644 -1.210 2.915
C 2.362 0.124 3.073
C 1.732 1.273 2.295
O 2.293 1.363 0.997
C 1.389 1.712 -0.029
H -1.799 -1.978 2.530
H -3.391 -1.345 2.157
H -2.078 -0.234 2.464
H -2.751 -1.690 -0.087
H -2.033 -0.129 0.147
H 0.011 -0.910 0.401
H -2.012 -3.693 -0.051
H -1.503 -5.926 0.837
H 0.611 -6.277 2.086
H 2.169 -4.349 2.348
H 2.872 -2.221 1.431
H 1.771 -1.073 0.762
H 0.571 -1.067 3.066
H 1.979 -1.918 3.671
H 2.378 0.381 4.130
H 3.396 0.037 2.739
H 1.920 2.207 2.829
H 0.643 1.146 2.245
H 0.896 0.830 -0.456
H 1.943 2.171 -0.841
H 0.630 2.417 0.310
C -0.524 3.138 -5.801
C -0.127 4.213 -4.817
O -1.079 4.296 -3.726
C -0.929 3.436 -2.744
O -0.095 2.584 -2.626
C -1.997 3.692 -1.656
F -3.208 3.861 -2.176
F -1.674 4.776 -0.948
F -2.045 2.648 -0.814
H -1.535 3.311 -6.169
H 0.160 3.148 -6.649
H -0.487 2.150 -5.343
H -0.152 5.199 -5.272
H 0.867 4.043 -4.405
*
```

Computed properties:
E: -1259.8437 Ha
Gap between HOMO and LUMO: 8.6 eV


Entry 6:
DFT (wB97M-V/def2-TZVPD) results for a cluster of 2 separate species, C5H8O2 in total.

```
! RIJCOSX wB97M-V def2-TZVPD def2/J DEFGRID3
* xyz 0 1
C 1.710 -1.309 0.644
O 1.527 -2.237 -0.104
C -1.131 -0.536 -0.815
C -0.018 0.411 -1.176
C 0.125 1.306 -0.205
C -0.866 1.011 0.890
O -1.418 -0.250 0.549
H 2.617 -0.673 0.582
H 0.989 -1.041 1.439
H -0.862 -1.596 -0.905
H -2.012 -0.343 -1.446
H 0.548 0.351 -2.099
H 0.811 2.146 -0.187
H -0.411 0.934 1.888
H -1.649 1.785 0.940
*
```

Computed properties:
SMILES: C1=CCOC1.C=O
E: -345.7236 Ha
Gap between HOMO and LUMO: 10.3 eV
Energy above the lowest of the compared OMol25 structures with the same formula, charge and spin: 51.07 kcal per mole